[1]
Here is 5 unconnected molecules or ions with the total composition C30H41IN6OPS in a non-equilibrium geometry from the Open Molecules 2025 dataset. Energies are from the ωB97M-V functional and the def2-TZVPD basis.

Values from the calculation:
orbital gap: 0.2929 Ha
calculated total energy: -2608.51955 a.u.
charge: +1
HOMO: -11.02 eV

Last column: Mulliken charge in e.
Atoms and positions in Å:
C: 1.327335 -3.592737 -0.907651  -2.04
C: 1.227111 -2.383379 -1.868639  -0.24
C: 1.995035 -1.155445 -1.300388  -1.00
C: 3.465674 -1.059611 -1.715792  -0.35
C: 4.297611 -2.339368 -1.581512  -0.99
N: 4.828141 -2.660823 -0.263763  -0.58
N: 1.324380 0.124460 -1.730807  0.24
C: 0.894869 0.105394 -3.154597  -0.94
C: -0.102063 -1.021580 -3.477770  -1.47
C: -0.215451 -2.062631 -2.341824  1.11
C: -1.257167 -1.531057 -1.289239  -1.25
C: -0.940567 -1.742383 0.174065  -0.14
O: -0.270365 -0.963076 0.853886  -0.38
I: -1.808827 -3.513199 1.033156  0.12
P: -0.979988 -3.573553 -3.091423  0.43
S: -2.246272 -3.278306 -4.527992  -0.36
H: 2.092135 -4.299262 -1.223841  0.44
H: 1.541860 -3.283822 0.120355  0.41
H: 0.382089 -4.141105 -0.850142  0.38
H: 1.754844 -2.660259 -2.791836  1.02
H: 1.944011 -1.171061 -0.214341  0.71
H: 3.932032 -0.310561 -1.061310  0.41
H: 3.542656 -0.682790 -2.739996  0.33
H: 3.742272 -3.204118 -1.946241  0.30
H: 5.155001 -2.232369 -2.251521  0.46
H: 5.537121 -1.986783 -0.005968  0.30
H: 4.115105 -2.596473 0.451997  0.24
H: 0.557767 0.377133 -1.107843  0.32
H: 1.971614 0.900363 -1.600681  0.41
H: 0.464512 1.085238 -3.372304  0.43
H: 1.799760 0.013224 -3.757367  0.41
H: -1.094545 -0.619388 -3.675037  0.52
H: 0.229490 -1.508171 -4.400788  0.56
H: -1.384461 -0.451807 -1.420563  0.43
H: -2.243156 -1.962556 -1.489771  0.69
H: 0.136476 -4.338082 -3.452062  0.07
H: -1.516108 -4.238042 -1.979809  0.09
N: 1.097823 2.735800 -0.677365  -0.25
C: 0.053207 3.539308 -0.454134  -0.08
C: 0.140861 4.727975 0.246891  -0.94
C: 1.372461 5.116957 0.748329  -0.11
C: 2.465744 4.294477 0.527021  -0.89
C: 2.278502 3.124902 -0.185965  0.06
H: -0.898655 3.208707 -0.855620  0.40
H: -0.741367 5.330015 0.403844  0.41
H: 1.491793 6.033830 1.311046  0.57
H: 3.444072 4.558494 0.904155  0.44
H: 3.123813 2.464861 -0.372383  0.34
N: -7.858400 -5.539822 -4.413296  -0.54
C: -7.124684 -4.479734 -4.739049  -0.33
C: -5.742303 -4.436134 -4.626794  -0.19
C: -5.086233 -5.558340 -4.147829  0.13
C: -5.838068 -6.671521 -3.807144  -0.55
C: -7.215879 -6.611419 -3.958427  -0.16
H: -7.673769 -3.621174 -5.109498  0.34
H: -5.199342 -3.544799 -4.907868  0.27
H: -4.009399 -5.562997 -4.047490  0.30
H: -5.370596 -7.571685 -3.432096  0.35
H: -7.836004 -7.463425 -3.703939  0.35
N: -1.021577 2.270447 4.444502  -0.41
C: -1.717711 2.202089 5.577511  -0.34
C: -2.303077 1.035687 6.047123  -0.26
C: -2.161539 -0.122708 5.300848  -0.48
C: -1.442509 -0.064314 4.116923  -0.15
C: -0.895157 1.149832 3.738049  -0.32
H: -1.808687 3.127250 6.135806  0.36
H: -2.855871 1.039962 6.976023  0.38
H: -2.603692 -1.051995 5.634801  0.39
H: -1.295841 -0.935345 3.494635  0.32
H: -0.318135 1.227590 2.823267  0.51
N: 2.460476 6.730488 3.412318  -0.22
C: 2.291409 5.622207 4.131370  0.04
C: 2.461429 5.566828 5.506035  -0.73
C: 2.827374 6.724992 6.173253  -0.15
C: 3.004475 7.885911 5.438428  -0.51
C: 2.808519 7.837075 4.067055  -0.22
H: 1.995627 4.736189 3.579520  0.31
H: 2.306516 4.637803 6.037484  0.36
H: 2.969689 6.723547 7.245741  0.39
H: 3.288275 8.813502 5.914953  0.36
H: 2.936502 8.726671 3.461328  0.37

Atoms 1-2, force components in eV/Å:
-0.22 0.12 0.08
0.19 -0.11 0.14



[2]
Here is a molecular structure, C30H42Cl4KN3O6SSeSi2 in a non-equilibrium geometry from the Open Molecules 2025 dataset. Energies are from the ωB97M-V functional and the def2-TZVPD basis.

Values from the calculation:
orbital gap: 0.2044 Ha
calculated total energy: -7603.33324 a.u.
relative energy (zero: lowest compared OMol25 entry of this formula, charge and spin): 250.8 kJ/mol
charge: -2
HOMO: -1.95 eV

Last column: Mulliken charge in e.
Atoms and positions in Å:
K: 1.981174 1.956736 1.236701  1.04
O: 1.359073 4.522728 4.638549  -0.70
Cl: 0.943220 4.114794 3.324031  1.75
O: 0.054859 5.093495 2.743610  -0.65
O: 0.266232 2.815956 3.385624  -0.69
O: 2.113085 3.943962 2.463249  -0.73
C: -1.364662 0.401602 1.730795  -1.02
Si: -2.923024 0.465801 0.663184  -0.61
C: -3.109535 2.180546 -0.055195  -0.70
N: -1.825050 2.562229 -0.632703  0.39
C: -1.420208 3.941766 -0.385007  -0.40
C: -2.242201 4.949521 -1.196598  -0.67
C: -2.534361 4.391927 -2.603539  -0.70
C: -1.503370 3.331863 -2.980267  -0.63
C: -1.602128 2.142558 -2.021544  -0.18
C: -2.816207 -0.871072 -0.642245  0.94
C: -3.668198 -0.839418 -1.751131  -0.36
C: -3.663424 -1.857649 -2.692578  -0.68
C: -2.802422 -2.937870 -2.539423  -0.61
C: -1.955207 -2.996206 -1.443596  -0.68
C: -1.964571 -1.972691 -0.501198  -0.29
C: -4.391525 0.046825 1.759339  0.37
C: -4.653082 -1.279679 2.115877  -0.28
C: -5.724422 -1.607805 2.933907  -0.66
C: -6.567370 -0.610442 3.407619  -0.44
C: -6.330713 0.712091 3.063023  -0.64
C: -5.250732 1.034311 2.248999  -0.35
H: -1.291239 -0.563360 2.240676  0.43
H: -1.409839 1.220710 2.453395  0.27
H: -3.323288 2.853097 0.783134  0.73
H: -3.962458 2.277623 -0.750428  0.12
H: -0.365096 4.035751 -0.646008  -0.16
H: -1.473738 4.147279 0.684373  0.53
H: -1.680334 5.885190 -1.259071  0.45
H: -3.180016 5.178652 -0.681848  0.25
H: -2.545502 5.196809 -3.341431  0.44
H: -3.530931 3.935258 -2.625419  0.23
H: -0.497985 3.758489 -2.941964  0.13
H: -1.652387 2.976215 -4.002772  0.50
H: -0.695734 1.528889 -2.095925  -0.35
H: -2.439574 1.509643 -2.328424  0.30
H: -4.343740 -0.000246 -1.889917  0.31
H: -4.326104 -1.807343 -3.548419  0.39
H: -2.792435 -3.732247 -3.276096  0.38
H: -1.275032 -3.830585 -1.319848  0.49
H: -1.279925 -2.035004 0.334864  0.50
H: -4.009866 -2.071818 1.745733  0.32
H: -5.901636 -2.642214 3.201860  0.39
H: -7.403834 -0.864350 4.047662  0.35
H: -6.982066 1.495276 3.431297  0.39
H: -5.079212 2.075583 2.000093  0.29
C: 5.762705 -1.237523 -3.671010  -1.28
C: 4.959004 -0.113280 -3.024865  -0.41
C: 3.531458 -0.523221 -2.676640  -0.23
S: 3.427995 -1.356961 -1.072799  0.76
O: 4.480897 -2.430338 -1.052860  -0.74
C: 1.839389 -2.174817 -1.369169  0.00
C: 1.965678 -3.439797 -2.216257  -0.46
C: 2.234274 -4.676202 -1.362067  -1.37
H: 6.767116 -0.895168 -3.930888  0.41
H: 5.278449 -1.576555 -4.592474  0.30
H: 5.843112 -2.089847 -2.997326  0.28
H: 4.905222 0.745713 -3.698529  0.32
H: 5.463185 0.245051 -2.124963  0.29
H: 3.104130 -1.164700 -3.453419  0.42
H: 2.890073 0.355593 -2.554536  -0.19
H: 1.194411 -1.415662 -1.818724  0.11
H: 1.454332 -2.404913 -0.373980  -0.07
H: 2.769571 -3.324121 -2.948614  0.31
H: 1.037336 -3.570278 -2.781366  0.45
H: 3.123095 -4.524869 -0.751178  0.30
H: 2.383595 -5.560946 -1.986864  0.45
H: 1.399104 -4.871171 -0.683941  0.30
Se: 1.740671 -2.217241 2.601118  -0.59
C: 3.118053 -2.731917 3.791456  0.35
C: 4.401359 -2.171027 3.735457  -0.37
C: 5.383814 -2.571035 4.623410  -0.24
N: 5.220970 -3.492189 5.579809  -0.68
C: 3.998607 -4.034203 5.631282  -0.29
C: 2.951221 -3.703755 4.791611  -0.36
H: 4.625633 -1.426089 2.982658  0.32
H: 6.370768 -2.120455 4.559820  0.33
H: 3.848698 -4.787441 6.401525  0.31
H: 1.991504 -4.193791 4.901490  0.32
O: 0.425389 -0.394878 0.630114  -0.24
N: -0.152564 0.614952 0.919676  0.77
Cl: 4.105709 4.143231 -3.351104  -0.39
Si: 2.691033 3.337426 -1.889226  0.10
Cl: 4.182361 2.440797 -0.502104  -0.43
Cl: 2.319360 5.148421 -0.749518  -0.34

Atoms 1-2, force components in eV/Å:
0.21 -0.91 -0.13
-0.13 -0.09 -0.24